1.
{
  "formula": "C34H41AsN3O8P2STl",
  "method": "ωB97M-V/def2-TZVPD",
  "total_charge": -2,
  "e_above_lowest_kj_mol": 0.0,
  "e_homo_ha": -0.118,
  "lumo_ev": 3.89,
  "symbols": ["Tl", "C", "P", "C", "C", "C", "P", "C", "C", "H", "H", "H", "H", "H", "H", "H", "H", "H", "H", "H", "H", "H", "H", "H", "H", "O", "As", "O", "O", "C", "C", "C", "C", "C", "C", "S", "O", "O", "O", "H", "H", "H", "H", "H", "C", "C", "C", "C", "C", "C", "C", "C", "C", "C", "O", "O", "H", "H", "H", "H", "H", "H", "H", "H", "H", "H", "H", "N", "C", "C", "C", "C", "C", "C", "N", "C", "C", "C", "C", "N", "C", "C", "H", "H", "H", "H", "H", "H", "H", "H", "H"],
  "positions_angstrom": [[0.718, 0.520, -0.552], [2.709, -2.489, -2.320], [1.254, -3.140, -1.404], [0.392, -4.043, -2.759], [2.072, -4.636, -0.646], [3.078, -4.290, 0.450], [2.644, -2.751, 1.390], [1.111, -3.331, 2.228], [3.834, -2.992, 2.784], [3.096, -3.224, -3.031], [3.492, -2.228, -1.605], [2.422, -1.574, -2.842], [1.048, -4.783, -3.226], [0.052, -3.314, -3.494], [-0.490, -4.546, -2.360], [2.547, -5.245, -1.423], [1.265, -5.236, -0.214], [4.071, -4.129, 0.018], [3.165, -5.120, 1.162], [1.220, -4.355, 2.598], [0.279, -3.272, 1.528], [0.884, -2.666, 3.064], [3.746, -3.985, 3.234], [3.642, -2.238, 3.548], [4.854, -2.852, 2.426], [-0.395, 4.842, 2.011], [0.606, 3.404, 1.842], [1.632, 3.356, 3.131], [-0.314, 2.062, 1.538], [1.683, 3.702, 0.223], [3.051, 3.730, 0.487], [3.984, 3.756, -0.539], [3.557, 3.737, -1.854], [2.201, 3.720, -2.141], [1.258, 3.719, -1.119], [-0.464, 3.708, -1.675], [-1.146, 4.701, -0.849], [-0.414, 4.062, -3.079], [-0.942, 2.347, -1.431], [-0.852, 4.940, 1.150], [3.357, 3.707, 1.527], [5.044, 3.768, -0.307], [4.278, 3.727, -2.663], [1.841, 3.690, -3.159], [-2.417, -0.154, -8.779], [-1.753, -0.182, -7.426], [-2.411, 0.270, -6.293], [-1.807, 0.262, -5.037], [-2.554, 0.759, -3.831], [-0.496, -0.198, -4.922], [0.188, -0.655, -6.052], [1.603, -1.159, -5.941], [-0.451, -0.651, -7.286], [0.198, -0.227, -3.569], [1.193, 0.506, -3.416], [-0.275, -1.023, -2.713], [-3.467, 0.125, -8.692], [-2.366, -1.130, -9.267], [-1.934, 0.568, -9.442], [-3.426, 0.644, -6.380], [-3.571, 1.049, -4.099], [-2.046, 1.618, -3.385], [-2.586, -0.011, -3.061], [1.656, -2.036, -5.291], [2.241, -0.398, -5.493], [1.992, -1.434, -6.922], [0.084, -1.013, -8.159], [-1.988, 1.698, 6.280], [-2.799, 1.854, 7.378], [-2.907, 2.853, 8.338], [-3.855, 2.668, 9.329], [-4.666, 1.524, 9.359], [-4.555, 0.538, 8.397], [-3.609, 0.706, 7.389], [-3.298, -0.111, 6.318], [-2.335, 0.511, 5.687], [-1.664, 0.058, 4.463], [-0.397, 0.513, 4.143], [0.167, 0.117, 2.939], [-0.456, -0.668, 2.073], [-1.667, -1.118, 2.393], [-2.308, -0.804, 3.579], [-1.339, 2.366, 5.897], [-2.282, 3.735, 8.312], [-3.972, 3.421, 10.096], [-5.396, 1.418, 10.151], [-5.182, -0.344, 8.414], [0.158, 1.196, 4.771], [1.146, 0.479, 2.657], [-2.159, -1.728, 1.645], [-3.301, -1.168, 3.802]],
  "forces_ev_per_angstrom": [[-0.1, 0.0, 0.0], [-0.1, 0.1, 0.0], [0.0, -0.2, 0.0], [0.0, 0.1, 0.0], [-0.1, 0.0, -0.1], [0.0, 0.0, 0.2], [0.0, 0.1, 0.1], [0.1, -0.1, 0.0], [-0.1, 0.0, 0.0], [0.0, 0.0, 0.0], [0.0, 0.0, 0.0], [0.0, 0.0, 0.0], [0.0, 0.0, 0.0], [0.0, 0.0, 0.0], [0.0, 0.0, 0.0], [0.0, 0.0, 0.0], [0.0, 0.0, 0.0], [0.0, 0.0, 0.0], [0.1, 0.0, 0.0], [0.0, 0.0, 0.0], [0.0, 0.0, 0.0], [0.0, -0.1, -0.1], [0.0, 0.0, 0.0], [0.0, 0.0, 0.0], [0.0, 0.0, 0.0], [-0.2, 0.1, -0.3], [0.2, -0.1, -0.2], [-0.1, 0.0, 0.1], [-0.1, 0.4, -0.1], [0.0, 0.0, -0.1], [0.0, 0.0, 0.1], [0.1, 0.0, 0.0], [0.0, 0.0, 0.0], [0.0, 0.0, 0.1], [0.1, 0.0, 0.0], [-0.2, 0.2, 0.3], [0.2, 0.0, 0.3], [0.0, 0.0, 0.0], [0.1, -0.2, -0.1], [0.0, 0.0, 0.1], [0.0, 0.0, 0.0], [0.0, 0.0, 0.0], [0.0, 0.0, 0.0], [0.0, 0.0, 0.0], [0.0, 0.0, 0.0], [0.0, 0.0, 0.0], [0.0, 0.0, 0.0], [-0.1, 0.0, 0.0], [0.0, 0.0, 0.0], [0.1, -0.1, -0.1], [0.0, 0.0, 0.0], [0.0, 0.0, 0.0], [0.0, 0.0, 0.0], [0.0, -0.1, 0.0], [0.2, 0.1, 0.0], [-0.1, 0.1, 0.0], [0.0, 0.0, 0.0], [0.0, 0.0, 0.0], [0.0, 0.0, 0.0], [0.0, 0.0, 0.0], [0.0, 0.0, 0.0], [0.0, 0.0, 0.0], [0.0, 0.0, 0.0], [0.0, 0.0, 0.0], [0.0, 0.0, 0.0], [0.0, 0.0, 0.0], [0.0, 0.0, 0.0], [0.0, 0.0, 0.0], [0.0, 0.0, 0.0], [0.0, 0.0, 0.0], [0.0, 0.0, 0.0], [0.0, 0.0, 0.0], [0.0, 0.0, 0.0], [0.0, 0.0, 0.0], [0.0, 0.0, 0.0], [0.0, 0.0, -0.1], [0.1, 0.0, 0.0], [0.0, -0.1, 0.1], [0.0, 0.0, -0.1], [0.0, -0.4, 0.0], [0.0, 0.2, 0.1], [-0.1, 0.1, -0.1], [0.0, 0.0, 0.0], [0.0, 0.0, 0.0], [0.0, 0.0, 0.0], [0.0, 0.0, 0.0], [0.0, 0.0, 0.0], [0.0, 0.0, 0.0], [0.1, -0.1, 0.1], [0.0, -0.1, 0.0], [0.0, 0.0, 0.0]],
  "mulliken_charge": [0.8043, -1.0157, 0.6869, -1.3061, -1.0691, -1.0872, 0.6776, -1.1847, -1.3383, 0.2781, 0.3931, 0.1347, 0.3451, 0.2434, 0.3732, 0.5517, 0.3852, 0.3991, 0.5242, 0.5381, 0.1465, 0.4053, 0.3527, 0.3547, 0.3688, -0.6540, 0.9153, -0.8813, -0.4542, -0.2434, -0.3631, -0.5706, -0.5888, -0.1999, -0.3443, 1.5853, -0.8596, -0.7974, -0.5641, 0.4595, 0.5319, 0.3503, 0.3708, 0.4339, -1.4557, 0.8071, -1.0902, 1.0981, -1.3525, 0.5409, 0.9026, -1.3174, -0.9801, 0.4656, -0.7291, -0.8138, 0.3421, 0.3326, 0.2795, 0.2265, 0.3356, 0.0862, 0.2100, 0.1279, 0.2407, 0.3639, 0.2851, 0.0758, 0.6112, -0.9806, -0.3762, -0.4467, -0.6939, 0.5374, -0.7856, -0.0329, 1.1342, -0.5851, -0.8375, 0.2858, -0.7489, -0.6872, 0.1838, 0.3881, 0.3629, 0.3582, 0.4152, 0.3870, 0.5631, 0.4363, 0.4420]
}

---

2.
{
  "formula": "C4H13N3",
  "method": "ωB97M-V/def2-TZVPD",
  "total_charge": 0,
  "e_above_lowest_kj_mol": 156.7,
  "e_homo_ha": -0.305,
  "lumo_ev": 1.04,
  "smiles": "CN(N)CCCN",
  "symbols": ["C", "C", "C", "C", "N", "N", "N", "H", "H", "H", "H", "H", "H", "H", "H", "H", "H", "H", "H", "H"],
  "positions_angstrom": [[1.019, 0.664, -0.162], [-0.995, -0.554, -1.283], [0.513, -0.298, -1.257], [-0.428, 0.411, 1.842], [0.878, 0.268, 1.225], [1.487, -0.954, 1.593], [-1.719, 0.656, -1.643], [2.475, -0.779, 1.813], [1.442, -1.654, 0.854], [-2.707, 0.462, -1.729], [-1.608, 1.365, -0.930], [2.092, 0.820, -0.338], [0.531, 1.635, -0.269], [-1.201, -1.289, -2.065], [-1.315, -0.991, -0.330], [1.021, -1.262, -1.162], [0.799, 0.131, -2.219], [-0.338, 1.087, 2.697], [-0.787, -0.553, 2.208], [-1.161, 0.835, 1.155]],
  "forces_ev_per_angstrom": [[0.1, -0.2, -0.2], [0.3, -0.1, -0.1], [-0.2, 0.0, 0.3], [0.0, 0.2, 0.2], [0.1, -0.3, 0.0], [0.7, 0.2, 0.1], [0.0, 0.1, 0.0], [-0.6, -0.1, -0.2], [0.0, 0.1, 0.0], [-0.1, 0.1, 0.0], [-0.1, 0.1, 0.0], [-0.1, 0.1, 0.0], [0.1, 0.1, 0.0], [0.0, 0.0, 0.1], [0.0, -0.1, 0.0], [0.1, 0.0, -0.1], [0.1, -0.1, -0.1], [-0.2, 0.0, 0.1], [-0.1, 0.1, -0.1], [0.0, 0.0, 0.0]],
  "mulliken_charge": [-1.0135, -0.4219, -0.4938, -0.7709, 0.2116, -0.6575, -0.6429, 0.2328, 0.2387, 0.2274, 0.2199, 0.3218, 0.4663, 0.4067, 0.2432, 0.2970, 0.3381, 0.2831, 0.2675, 0.2462]
}

---

3.
{
  "formula": "C4H10N2O",
  "method": "ωB97M-V/def2-TZVPD",
  "total_charge": 0,
  "e_above_lowest_kj_mol": 518.2,
  "e_homo_ha": [-0.269, -0.269],
  "lumo_ev": [0.37, 0.37],
  "symbols": ["C", "C", "N", "C", "N", "C", "O", "H", "H", "H", "H", "H", "H", "H", "H", "H", "H"],
  "positions_angstrom": [[0.557, 0.267, 0.781], [2.039, -1.358, -0.288], [0.734, -0.749, -0.274], [-0.376, 1.112, -0.010], [-2.430, -0.232, 0.382], [-1.498, 0.409, -0.524], [0.080, 2.269, -0.479], [-0.527, 2.615, -1.151], [-0.588, -0.570, -0.788], [-2.734, 0.356, 1.146], [-2.073, -1.104, 0.749], [0.123, -0.114, 1.721], [1.475, 0.820, 1.016], [-1.992, 0.869, -1.383], [2.845, -0.620, -0.445], [2.087, -2.082, -1.104], [2.276, -1.888, 0.651]],
  "forces_ev_per_angstrom": [[-0.2, 0.0, 0.1], [-0.2, -0.3, 0.2], [-0.4, 0.7, -0.3], [0.1, -0.2, -0.4], [0.0, -0.2, 0.0], [-0.4, 0.5, 0.3], [-0.1, -0.6, 0.1], [0.0, 0.0, 0.1], [1.0, 0.1, 0.2], [0.1, 0.0, 0.0], [0.0, 0.0, 0.0], [0.0, 0.1, 0.0], [0.0, -0.1, -0.1], [0.1, 0.0, 0.0], [-0.1, 0.0, 0.0], [0.0, 0.1, 0.0], [0.1, -0.1, -0.1]],
  "mulliken_charge": [-0.7972, -1.0307, -0.3324, 0.5219, -0.5543, -0.5836, -0.4342, 0.3485, 0.4720, 0.2158, 0.2976, 0.2272, 0.3822, 0.3753, 0.3028, 0.3119, 0.2771]
}

---

4.
{
  "formula": "CH3FO2S",
  "method": "ωB97M-V/def2-TZVPD",
  "total_charge": 0,
  "e_above_lowest_kj_mol": 86.3,
  "e_homo_ha": -0.466,
  "lumo_ev": -0.03,
  "smiles": "CS(=O)(=O)F",
  "symbols": ["C", "O", "O", "F", "S", "H", "H", "H"],
  "positions_angstrom": [[0.932, -0.074, -0.035], [-1.250, 0.842, -1.284], [-1.276, 0.760, 1.241], [-1.205, -1.578, 0.028], [-0.843, 0.332, -0.019], [1.176, -0.019, -0.987], [1.475, 0.674, 0.456], [0.991, -0.937, 0.599]],
  "forces_ev_per_angstrom": [[-2.7, 0.4, 4.0], [-0.2, -0.3, 0.7], [-0.7, 0.5, 0.7], [0.3, 3.7, -0.3], [1.4, -4.1, -0.9], [1.3, -0.9, -4.5], [0.4, 1.5, 0.9], [0.2, -0.8, -0.5]],
  "mulliken_charge": [-0.8282, -0.4673, -0.4430, -0.4631, 1.1623, 0.3601, 0.3673, 0.3120]
}

---

5.
{
  "formula": "C4H9NO2",
  "method": "ωB97M-V/def2-TZVPD",
  "total_charge": 0,
  "e_above_lowest_kj_mol": 51.4,
  "e_homo_ha": -0.364,
  "lumo_ev": 0.72,
  "smiles": "C[C@@H](O)CC(N)=O",
  "symbols": ["C", "C", "O", "C", "C", "O", "N", "H", "H", "H", "H", "H", "H", "H", "H", "H"],
  "positions_angstrom": [[-1.366, -0.113, -1.038], [-0.644, 0.628, 0.089], [-1.529, 1.356, 0.926], [0.083, -0.380, 0.977], [1.264, -1.000, 0.248], [1.352, -2.185, -0.011], [2.219, -0.097, -0.136], [-2.322, -0.483, -0.654], [-0.778, -0.979, -1.364], [-1.552, 0.522, -1.910], [0.094, 1.323, -0.343], [-1.919, 2.065, 0.401], [0.429, 0.112, 1.894], [-0.600, -1.187, 1.254], [3.094, -0.450, -0.490], [2.175, 0.866, 0.155]],
  "forces_ev_per_angstrom": [[-0.1, 0.0, 0.0], [0.3, -0.2, -0.2], [-0.1, 0.2, -0.1], [0.0, -0.1, 0.1], [0.0, 0.0, 0.0], [0.0, 0.3, 0.1], [0.1, -0.1, 0.1], [0.1, 0.0, -0.1], [-0.1, 0.2, 0.0], [0.0, 0.0, 0.2], [-0.1, -0.1, 0.1], [0.0, -0.1, 0.1], [0.0, 0.0, -0.1], [0.1, 0.1, 0.0], [-0.1, 0.0, 0.0], [0.0, -0.2, 0.0]],
  "mulliken_charge": [-1.2870, 0.3817, -0.5641, -0.6451, 0.4470, -0.6073, -0.3617, 0.3339, 0.3069, 0.3655, 0.2493, 0.3228, 0.3629, 0.2590, 0.2391, 0.1970]
}

---

| no. | energy (hartree) |
| --- | --- |
| 1 | -5575.7523 |
| 2 | -324.4153 |
| 3 | -343.0041 |
| 4 | -688.3740 |
| 5 | -363.0660 |